[1]
Here is a molecular structure, C18H54FNa3O24P6 in a non-equilibrium geometry from OMol25. Energies are from ωB97M-V/def2-TZVPD.

net charge: +2
LUMO: -0.2165 Eh
Kohn-Sham gap: 7.681 eV

Structure (XYZ):
```
106
Properties=species:S:1:pos:R:3:lowdin_charge:R:1
P 9.336 -19.586 -13.217 0.495
P 5.515 -17.910 -5.832 0.460
P 10.360 -17.589 -1.775 0.528
P 10.813 -22.529 -4.345 0.522
P 12.326 -23.367 -10.797 0.627
P 12.163 -18.967 -7.943 0.556
Na 8.799 -23.346 -9.864 0.662
Na 8.772 -20.366 -7.162 0.455
Na 6.599 -21.126 -11.069 0.679
F 7.758 -21.301 -9.019 -0.569
O 12.197 -17.773 -9.068 -0.198
O 9.906 -20.960 -13.903 -0.210
O 10.124 -17.718 -3.380 -0.213
O 12.268 -24.263 -12.187 -0.230
O 6.804 -18.566 -6.031 -0.228
O 11.169 -23.549 -9.828 -0.304
O 8.438 -19.860 -12.073 -0.257
O 10.076 -16.224 -1.327 -0.224
O 5.609 -16.324 -5.409 -0.245
O 4.575 -18.546 -4.651 -0.214
O 10.264 -23.382 -3.085 -0.213
O 8.657 -18.787 -14.451 -0.208
O 12.308 -21.766 -11.408 -0.228
O 13.741 -23.833 -10.113 -0.248
O 11.877 -23.480 -5.111 -0.218
O 10.995 -19.909 -7.955 -0.254
O 12.430 -18.133 -6.539 -0.236
O 9.400 -18.818 -1.145 -0.226
O 13.588 -19.699 -8.237 -0.224
O 9.807 -21.842 -5.258 -0.253
O 11.910 -18.054 -1.446 -0.233
O 10.596 -18.648 -12.886 -0.198
O 4.512 -17.941 -7.085 -0.197
O 11.859 -21.477 -3.648 -0.243
C 9.103 -22.130 -13.828 -0.082
C 9.249 -19.025 0.216 -0.153
C 13.851 -25.084 -9.463 -0.088
C 4.366 -19.001 -8.028 -0.093
C 14.227 -20.350 -7.124 -0.077
C 10.978 -17.542 -9.773 -0.100
C 11.510 -18.339 -13.888 -0.119
C 12.694 -17.465 -0.479 -0.140
C 12.824 -22.050 -2.670 -0.048
C 13.135 -23.952 -13.286 -0.094
C 10.269 -19.039 -3.959 -0.109
C 6.548 -15.476 -6.077 -0.079
C 7.788 -17.683 -14.176 -0.085
C 11.720 -16.966 -6.222 -0.078
C 4.756 -17.977 -3.322 -0.071
C 13.540 -21.062 -11.208 -0.106
C 9.616 -24.620 -3.370 -0.080
C 11.628 -23.957 -6.412 -0.116
H 14.319 -21.486 -10.573 0.090
H 5.910 -14.614 -6.270 0.098
H 12.018 -24.972 -6.337 0.099
H 5.176 -16.971 -3.341 0.079
H 12.753 -18.175 0.346 0.088
H 13.488 -22.947 -13.517 0.084
H 9.897 -19.887 -3.383 0.071
H 12.031 -23.406 -7.261 0.074
H 10.563 -24.110 -6.583 0.080
H 6.939 -17.768 -14.854 0.098
H 8.565 -24.351 -3.477 0.097
H 14.007 -20.894 -12.178 0.088
H 5.215 -19.371 -8.603 0.066
H 8.088 -16.637 -14.225 0.099
H 13.874 -21.784 -2.790 0.090
H 12.840 -24.479 -14.193 0.103
H 12.308 -16.522 -0.090 0.091
H 11.065 -17.299 -10.832 0.080
H 15.237 -20.729 -7.279 0.096
H 9.413 -22.564 -12.877 0.080
H 12.795 -23.137 -2.589 0.081
H 5.549 -18.546 -2.836 0.085
H 3.999 -19.875 -7.490 0.094
H 11.048 -18.302 -14.875 0.094
H 12.983 -25.691 -9.208 0.093
H 14.135 -24.260 -12.982 0.088
H 13.693 -17.325 -0.891 0.093
H 6.755 -15.896 -7.061 0.078
H 10.121 -19.018 0.870 0.083
H 14.334 -24.729 -8.552 0.104
H 14.379 -25.725 -10.169 0.102
H 11.340 -19.180 -4.105 0.080
H 3.600 -18.772 -8.769 0.092
H 3.813 -18.081 -2.786 0.098
H 12.427 -18.924 -13.956 0.096
H 8.697 -18.239 0.731 0.092
H 13.195 -20.102 -10.824 0.080
H 10.434 -16.732 -9.286 0.091
H 10.929 -17.074 -6.964 0.075
H 10.329 -18.415 -9.699 0.071
H 12.593 -21.643 -1.686 0.091
H 8.764 -19.956 0.511 0.091
H 11.450 -16.936 -5.166 0.084
H 9.712 -19.125 -4.891 0.073
H 12.249 -16.035 -6.425 0.104
H 9.386 -22.686 -14.722 0.110
H 11.911 -17.326 -13.863 0.101
H 7.426 -17.729 -13.149 0.076
H 9.952 -25.266 -4.181 0.091
H 8.035 -21.935 -13.924 0.088
H 9.746 -25.129 -2.415 0.102
H 14.506 -19.629 -6.356 0.089
H 7.442 -15.239 -5.501 0.099
H 13.518 -21.099 -6.771 0.083
```


[2]
Here is 2 unconnected molecules or ions with the total composition C3H6ClNO5 in a non-equilibrium geometry from OMol25. Energies are from ωB97M-V/def2-TZVPD.

net charge: 0
SMILES string: O=C(Cl)[C@H](O)CO.O=NO
LUMO: 0.0008 Eh
relative energy (zero: lowest compared OMol25 entry of this formula, charge and spin): 38.6 kJ/mol
Kohn-Sham gap: 10.504 eV

Structure (XYZ):
```
16
Properties=species:S:1:pos:R:3:nbo_charge:R:1
Cl 1.433 2.380 -0.758 -0.110
O 0.271 -0.003 -1.641 -0.710
O -1.874 0.562 -0.020 -0.708
O 3.592 -0.396 -1.030 -0.274
O 3.620 -1.092 1.028 -0.550
O 1.653 1.020 1.501 -0.536
N 3.913 -0.139 0.073 0.341
C 0.483 -0.177 -0.336 -0.058
C 1.213 0.924 0.350 0.584
C -0.875 -0.312 0.486 -0.083
H 3.474 -0.466 1.765 0.496
H 0.231 0.979 -1.948 0.510
H -1.101 -1.374 0.287 0.170
H -0.971 0.019 1.529 0.221
H -1.877 0.397 -1.025 0.469
H 1.059 -1.172 -0.075 0.240
```


[3]
Here is 2 unconnected molecules or ions with the total composition C4H9NO2 from OMol25. Energies are from ωB97M-V/def2-TZVPD.

net charge: 0
SMILES string: [H]/N=C\C.COC=O
LUMO: 0.0386 Eh
relative energy (zero: lowest compared OMol25 entry of this formula, charge and spin): 165.9 kJ/mol
Kohn-Sham gap: 11.034 eV

Structure (XYZ):
```
16
Properties=species:S:1:pos:R:3:nbo_charge:R:1
O 1.999 -1.331 -1.379 -0.494
O 0.835 -1.817 0.495 -0.612
N -0.652 1.263 -0.436 -0.641
C 1.179 -2.062 -0.636 0.655
C -2.515 0.944 1.183 -0.690
C -1.247 0.588 0.462 0.147
C 2.422 -0.092 -0.783 -0.290
H 0.852 -2.945 -1.204 0.120
H -3.269 0.161 1.036 0.230
H 1.558 0.575 -0.697 0.235
H -2.925 1.901 0.843 0.210
H -1.164 2.128 -0.635 0.324
H -0.777 -0.356 0.752 0.195
H 2.856 -0.274 0.203 0.191
H 3.170 0.316 -1.463 0.192
H -2.320 1.001 2.260 0.231
```


[4]
Here is 2 unconnected molecules or ions with the total composition C2H8S from OMol25. Energies are from ωB97M-V/def2-TZVPD.

net charge: 0
SMILES string: CC.S
LUMO: 0.0338 Eh
relative energy (zero: lowest compared OMol25 entry of this formula, charge and spin): 5.0 kJ/mol
Kohn-Sham gap: 10.723 eV

Structure (XYZ):
```
11
Properties=species:S:1:pos:R:3:nbo_charge:R:1
S -0.889 -2.000 -0.842 -0.281
C 1.130 1.994 0.024 -0.606
C 0.649 1.910 1.489 -0.612
H 1.034 2.993 -0.398 0.206
H -0.570 -0.719 -0.615 0.138
H 1.278 1.212 2.044 0.205
H 0.699 2.885 1.969 0.207
H 0.574 1.306 -0.618 0.193
H 2.181 1.732 -0.056 0.206
H -1.142 -2.212 0.456 0.142
H -0.382 1.564 1.541 0.202
```


[5]
Here is a gas-phase ion, C22H30N7O5 (charge +1) in a non-equilibrium geometry from OMol25. Energies are from ωB97M-V/def2-TZVPD.

net charge: +1
SMILES string: COc1ccc(C[C@H](N)C(=O)N[C@@H]2[C@H](O)[C@H](n3cnc4c(=[N+](C)C)nc[nH]c43)O[C@@H]2CO)cc1
LUMO: -0.0865 Eh
relative energy (zero: lowest compared OMol25 entry of this formula, charge and spin): 22.0 kJ/mol
Kohn-Sham gap: 8.132 eV

Structure (XYZ):
```
64
Properties=species:S:1:pos:R:3:nbo_charge:R:1
O -0.639 1.155 2.529 -0.617
O -7.573 -1.505 -1.027 -0.483
O 0.259 0.478 -1.358 -0.762
O 2.368 3.494 1.835 -0.735
O 2.793 2.637 -0.773 -0.510
N 4.277 -3.572 0.465 -0.316
N 2.816 -2.200 1.589 -0.505
N -2.141 1.474 -0.762 -0.867
N 2.882 0.429 -1.461 -0.357
N 0.255 2.160 0.785 -0.703
N 2.029 -0.155 0.772 -0.529
N 4.144 -1.382 -1.777 -0.445
C -3.771 -0.668 0.415 -0.101
C 2.154 4.376 0.755 -0.085
C -0.795 1.513 1.378 0.695
C 3.742 -0.260 -2.280 0.240
C -6.366 -1.209 -0.491 0.314
C 2.103 -1.134 1.695 0.342
C -5.257 -1.498 -1.290 -0.246
C -6.161 -0.650 0.768 -0.312
C 3.543 -1.479 -0.551 0.013
C 0.460 2.791 -0.497 -0.091
C 2.749 -0.342 -0.354 0.381
C 3.578 -2.458 0.486 0.465
C 2.308 1.722 -1.719 0.243
C -4.876 -0.385 1.205 -0.129
C 5.118 -3.954 -0.642 -0.432
C -2.387 -0.319 0.885 -0.411
C 0.748 1.746 -1.625 0.076
C -3.982 -1.230 -0.841 -0.213
C -8.735 -1.267 -0.264 -0.255
C 1.781 3.592 -0.506 0.081
C -2.105 1.186 0.669 -0.146
C 4.250 -4.500 1.569 -0.424
H -0.720 0.601 -1.231 0.509
H -2.875 1.748 1.224 0.223
H 2.736 3.980 2.581 0.501
H -6.992 -0.422 1.416 0.227
H 1.730 4.311 -1.339 0.195
H 1.516 -1.000 2.593 0.226
H 3.889 -5.470 1.225 0.213
H -2.905 0.939 -1.172 0.405
H -4.732 0.044 2.186 0.206
H -9.566 -1.592 -0.887 0.209
H 2.631 2.008 -2.731 0.196
H 6.147 -4.062 -0.297 0.212
H 4.787 -4.917 -1.034 0.212
H 5.257 -4.627 1.967 0.213
H -3.136 -1.479 -1.468 0.211
H -5.426 -1.938 -2.259 0.231
H -1.642 -0.898 0.335 0.210
H 3.594 -4.122 2.348 0.253
H -8.851 -0.204 -0.032 0.178
H 0.347 2.130 -2.574 0.188
H -8.731 -1.846 0.664 0.180
H -0.380 3.435 -0.765 0.211
H -2.279 -0.529 1.950 0.253
H 0.950 2.441 1.483 0.451
H 1.344 5.083 0.977 0.185
H -2.343 2.452 -0.938 0.381
H 3.068 4.937 0.533 0.198
H 5.077 -3.209 -1.432 0.261
H 1.407 0.652 0.869 0.464
H 4.040 0.108 -3.240 0.219
```


[6]
Here is C8H10ClN3O3 in the gas phase in a non-equilibrium geometry from OMol25. Energies are from ωB97M-V/def2-TZVPD.

net charge: 0
SMILES string: [H]/N=C1/C=CC(N)=C[C@@H]1O/[N+]([O-])=C(/O)CCl
LUMO: -0.0152 Eh
relative energy (zero: lowest compared OMol25 entry of this formula, charge and spin): 222.6 kJ/mol
Kohn-Sham gap: 7.955 eV

Structure (XYZ):
```
25
Properties=species:S:1:pos:R:3:nbo_charge:R:1
Cl -3.203 -1.173 0.226 0.002
O 0.078 -2.021 -2.498 -0.534
O -0.638 -0.233 -1.338 -0.402
O -0.863 -3.678 -0.540 -0.626
N 1.557 -1.561 0.021 -0.626
N -0.289 3.654 0.532 -0.785
N -0.624 -1.708 -1.506 0.283
C 0.229 1.825 -0.873 -0.251
C -1.574 -1.566 0.714 -0.488
C -0.826 -2.337 -0.347 0.474
C 0.586 0.392 -1.083 -0.021
C 0.255 2.399 0.369 0.140
C 0.669 1.598 1.520 -0.200
C 1.293 -0.342 0.106 0.246
C 1.278 0.364 1.397 -0.221
H -0.042 3.990 1.471 0.370
H -0.097 2.420 -1.704 0.208
H -0.078 4.288 -0.215 0.389
H 1.605 -2.048 -0.834 0.364
H 1.648 -0.142 2.372 0.237
H 1.333 0.324 -1.848 0.202
H -0.156 -3.830 -1.121 0.496
H -1.066 -0.549 0.947 0.275
H 0.513 2.054 2.502 0.214
H -1.586 -2.119 1.730 0.254
```